(1)
Density functional theory data (ωB97M-V/def2-TZVPD) for a cluster of 10 separate species, C55H75BN10O4S3 in total in a non-equilibrium geometry.

Cartesian coordinates (Å):
C  1.501  1.096  -0.769
C  0.828  0.557  0.583
C  2.059  0.010  1.469
B  2.277  -1.574  1.328
C  3.351  -2.078  0.252
C  3.339  -3.627  -0.067
C  1.927  -4.199  -0.491
S  2.118  -5.176  -2.066
C  2.831  -3.949  -3.255
S  4.396  -4.242  -3.734
N  2.011  -2.827  -3.648
C  0.881  -3.419  -4.431
C  0.068  -2.273  -5.158
O  0.386  -0.945  -4.707
C  1.784  -0.658  -4.859
C  2.714  -1.930  -4.593
C  1.407  -2.521  2.328
S  2.387  -3.733  3.268
O  3.633  -3.109  3.759
O  1.589  -4.199  4.412
O  0.232  1.592  1.369
C  -0.913  2.174  0.745
C  -2.224  1.328  0.863
C  -2.367  0.054  1.578
C  -3.705  -0.604  1.628
C  -4.895  -0.008  1.000
C  -4.749  1.303  0.232
C  -3.429  1.913  0.199
H  0.700  0.997  -1.565
H  1.694  2.196  -0.652
H  2.418  0.512  -1.040
H  0.140  -0.319  0.378
H  2.978  0.567  1.102
H  1.936  0.338  2.546
H  3.250  -1.460  -0.693
H  4.378  -1.829  0.663
H  3.812  -4.157  0.810
H  4.063  -3.784  -0.923
H  1.211  -3.357  -0.730
H  1.501  -4.868  0.312
H  1.339  -4.097  -5.217
H  0.238  -4.067  -3.781
H  0.276  -2.284  -6.271
H  -1.039  -2.402  -5.020
H  2.080  0.151  -4.127
H  1.997  -0.233  -5.890
H  2.849  -2.513  -5.557
H  3.692  -1.543  -4.210
H  0.937  -1.845  3.109
H  0.535  -2.974  1.769
H  2.635  -4.869  2.502
H  -0.786  2.454  -0.335
H  -1.116  3.145  1.293
H  -1.481  -0.413  2.076
H  -3.832  -1.582  2.162
H  -5.898  -0.490  1.068
H  -5.589  1.836  -0.291
H  -3.317  2.885  -0.355
N  6.647  -0.607  -1.412
C  7.228  0.375  -0.656
C  6.580  1.554  -0.924
C  5.566  1.272  -1.874
C  5.631  -0.070  -2.154
H  6.924  -1.575  -1.421
H  8.050  0.150  0.004
H  6.809  2.513  -0.485
H  4.867  1.974  -2.304
H  5.043  -0.688  -2.816
N  -4.374  0.165  -2.657
C  -4.597  -1.133  -3.027
C  -4.493  -1.207  -4.394
C  -4.190  0.095  -4.866
C  -4.120  0.919  -3.771
H  -4.393  0.513  -1.708
H  -4.811  -1.889  -2.288
H  -4.619  -2.099  -4.989
H  -4.040  0.395  -5.891
H  -3.914  1.975  -3.689
N  2.239  4.632  1.521
C  1.913  5.148  0.299
C  2.488  6.388  0.192
C  3.196  6.627  1.399
C  3.026  5.524  2.197
H  1.946  3.733  1.868
H  1.299  4.588  -0.389
H  2.411  7.049  -0.657
H  3.766  7.507  1.652
H  3.394  5.298  3.185
N  6.429  0.685  -5.319
C  6.191  -0.559  -5.841
C  6.323  -0.475  -7.204
C  6.657  0.867  -7.515
C  6.718  1.558  -6.332
H  6.397  0.921  -4.339
H  5.949  -1.392  -5.199
H  6.195  -1.289  -7.901
H  6.834  1.281  -8.496
H  6.941  2.592  -6.124
N  -6.680  -0.914  4.161
C  -6.588  -2.240  3.830
C  -7.354  -2.951  4.717
C  -7.935  -2.018  5.614
C  -7.504  -0.771  5.244
H  -6.216  -0.162  3.683
H  -5.985  -2.562  2.995
H  -7.483  -4.022  4.722
H  -8.597  -2.237  6.438
H  -7.709  0.204  5.656
N  1.027  0.171  5.797
C  0.031  0.714  5.028
C  -1.095  0.814  5.804
C  -0.766  0.319  7.091
C  0.549  -0.067  7.057
H  1.964  -0.021  5.486
H  0.210  0.980  3.996
H  -2.050  1.201  5.483
H  -1.420  0.253  7.947
H  1.185  -0.491  7.818
N  -6.383  1.758  -8.763
C  -6.407  0.670  -7.931
C  -7.016  1.045  -6.762
C  -7.379  2.410  -6.894
C  -6.978  2.821  -8.139
H  -5.990  1.774  -9.687
H  -5.988  -0.274  -8.243
H  -7.184  0.410  -5.906
H  -7.878  3.022  -6.159
H  -7.063  3.776  -8.634
N  -5.981  2.558  3.530
C  -7.139  3.172  3.126
C  -7.426  4.172  4.017
C  -6.403  4.171  4.997
C  -5.527  3.169  4.671
H  -5.538  1.788  3.058
H  -7.658  2.842  2.239
H  -8.277  4.833  3.970
H  -6.318  4.831  5.846
H  -4.620  2.836  5.151
N  4.996  -3.029  6.222
C  4.279  -2.546  7.280
C  5.167  -2.159  8.254
C  6.470  -2.414  7.760
C  6.332  -2.948  6.503
H  4.598  -3.388  5.365
H  3.201  -2.521  7.251
H  4.907  -1.739  9.214
H  7.404  -2.227  8.267
H  7.068  -3.278  5.786

The value obtained for the LUMO energy is -0.96 eV. The charge is 0. As for the HOMO energy: -7.938 eV. The HOMO-LUMO gap is 6.981 eV.

(2)
Density functional theory data (ωB97M-V/def2-TZVPD) for a structure of composition C55H76AsF21N4O10 in a non-equilibrium geometry.

Cartesian coordinates (Å):
C  1.094  -2.316  1.999
C  -0.406  -1.907  2.165
C  -0.589  -0.315  2.062
C  -1.913  0.132  1.406
N  -2.060  1.630  1.020
C  -3.329  1.825  0.170
C  -3.137  3.088  -0.677
C  -1.651  2.940  -1.051
C  -0.991  2.002  -0.028
C  -2.101  2.620  2.299
C  -3.387  2.771  3.143
C  -3.249  3.626  4.423
H  1.668  -1.969  2.859
H  1.546  -1.947  1.078
H  1.128  -3.405  2.007
H  -0.736  -2.305  3.125
H  -0.952  -2.448  1.392
H  0.238  0.164  1.537
H  -0.572  0.088  3.075
H  -2.713  -0.143  2.094
H  -2.059  -0.509  0.536
H  -4.166  1.878  0.867
H  -3.457  1.058  -0.594
H  -3.375  4.045  -0.210
H  -3.573  3.081  -1.676
H  -1.149  3.906  -0.987
H  -1.468  2.649  -2.085
H  -0.131  2.336  0.552
H  -0.751  1.052  -0.506
H  -2.065  3.597  1.816
H  -1.232  2.416  2.924
H  -3.620  1.726  3.349
H  -4.259  3.213  2.661
H  -3.955  3.469  5.238
H  -3.387  4.678  4.173
H  -2.230  3.616  4.809
As  5.977  5.403  4.060
F  7.632  5.282  3.419
F  6.665  5.616  5.702
F  4.334  5.432  4.806
F  5.201  5.288  2.438
F  5.927  3.679  4.272
F  5.997  7.174  3.851
N  8.653  -9.690  2.414
C  8.702  -9.309  1.101
C  8.942  -10.486  0.353
C  9.278  -11.549  1.226
C  9.153  -10.969  2.496
H  8.466  -9.112  3.220
H  8.294  -8.336  0.872
H  9.089  -10.596  -0.712
H  9.545  -12.590  1.118
H  9.394  -11.404  3.455
N  7.637  -1.652  7.016
C  8.871  -1.251  7.580
C  9.191  -1.976  8.720
C  8.105  -2.919  8.802
C  7.197  -2.672  7.803
H  7.095  -1.139  6.335
H  9.545  -0.469  7.262
H  10.042  -1.923  9.383
H  8.017  -3.805  9.413
H  6.205  -3.069  7.643
N  1.576  10.874  1.520
C  0.622  9.837  1.530
C  -0.547  10.315  1.002
C  -0.164  11.647  0.545
C  1.108  12.050  0.978
H  2.551  10.822  1.774
H  0.955  8.959  2.063
H  -1.505  9.836  0.864
H  -0.740  12.149  -0.218
H  1.741  12.909  0.814
C  0.688  -1.806  -6.040
C  -0.554  -1.649  -6.690
C  -1.557  -2.532  -6.505
C  -1.464  -3.651  -5.671
C  -0.230  -3.860  -4.997
C  0.893  -2.900  -5.186
H  1.473  -1.073  -6.156
H  -0.741  -0.894  -7.440
H  -2.385  -2.595  -7.195
H  -2.250  -4.386  -5.585
H  0.001  -4.727  -4.397
H  1.832  -2.999  -4.661
C  0.015  12.165  -6.034
C  0.930  13.148  -6.415
C  0.559  14.214  -7.190
C  -0.776  14.412  -7.436
C  -1.728  13.497  -7.074
C  -1.348  12.299  -6.434
H  0.217  11.307  -5.411
H  1.938  13.217  -6.035
H  1.375  14.877  -7.436
H  -1.095  15.230  -8.065
H  -2.778  13.657  -7.271
H  -2.061  11.579  -6.060
C  0.681  -12.150  -0.865
C  -0.747  -12.738  -0.661
O  -0.925  -14.255  -0.587
C  -2.103  -14.794  -0.992
O  -3.248  -14.220  -1.178
C  -1.964  -16.305  -1.403
F  -1.909  -16.374  -2.693
F  -0.801  -16.858  -0.951
F  -3.026  -16.918  -0.800
H  1.325  -12.429  -0.031
H  0.642  -11.064  -0.951
H  1.130  -12.474  -1.804
H  -1.358  -12.059  -1.256
H  -1.072  -12.361  0.308
C  -6.516  -5.881  1.268
C  -7.090  -7.293  1.701
O  -7.060  -7.438  3.133
C  -5.996  -7.850  3.768
O  -4.905  -7.982  3.202
C  -6.149  -8.105  5.258
F  -6.099  -9.397  5.538
F  -5.200  -7.447  5.928
F  -7.289  -7.599  5.773
H  -5.516  -5.898  1.700
H  -7.132  -5.133  1.767
H  -6.558  -5.859  0.179
H  -6.710  -8.216  1.263
H  -8.152  -7.254  1.460
C  -8.082  0.166  11.519
C  -7.029  0.022  10.459
O  -5.723  -0.014  11.000
C  -4.689  -0.294  10.231
O  -4.750  -0.488  9.019
C  -3.321  -0.192  10.970
F  -2.884  1.058  10.811
F  -3.513  -0.371  12.311
F  -2.451  -1.119  10.529
H  -8.204  1.135  12.003
H  -7.968  -0.501  12.373
H  -9.024  -0.242  11.151
H  -7.108  0.864  9.771
H  -7.296  -0.874  9.899
C  11.825  -0.227  -4.665
C  10.413  0.209  -4.789
O  10.048  0.218  -3.473
C  9.158  -0.646  -2.903
O  8.650  -1.524  -3.479
C  8.905  -0.416  -1.399
F  9.511  -1.380  -0.650
F  9.476  0.694  -1.016
F  7.654  -0.377  -1.214
H  12.281  -0.130  -5.650
H  12.012  -1.278  -4.446
H  12.321  0.451  -3.971
H  9.883  -0.403  -5.518
H  10.581  1.225  -5.146
C  -8.871  8.564  -13.058
C  -7.314  8.638  -13.140
O  -6.728  7.431  -12.754
C  -6.608  7.253  -11.468
O  -6.449  8.128  -10.616
C  -6.445  5.727  -11.064
F  -7.574  5.169  -10.723
F  -5.820  5.003  -11.980
F  -5.785  5.744  -9.916
H  -9.480  9.317  -13.559
H  -9.178  8.612  -12.013
H  -9.281  7.592  -13.333
H  -7.020  9.476  -12.509
H  -7.093  8.903  -14.174

The value obtained for the LUMO energy is -0.94 eV. The charge is 0. As for the HOMO energy: -7.729 eV. The HOMO-LUMO gap is 6.794 eV.